The following is a DFT calculation (ωB97M-V/def2-TZVPD) of 9 unconnected molecules or ions with the total composition C41H70IN2O24 at a distorted geometry.

Each line ends with the Mulliken charge.
Element x y z (Å)
H 6.71231 -1.03461 -4.84550  0.397
H -0.35248 7.86627 -0.50094  0.318
H 1.14831 5.87409 4.60924  0.242
H -4.34777 -3.26791 1.97285  0.434
H -3.35953 -1.63090 -0.81577  0.557
C -1.13102 5.06526 3.28696  0.565
C 1.76371 -2.85595 -2.91364  -0.222
H -2.44556 7.54294 1.50770  0.368
C -4.01607 -0.88245 3.63565  -0.257
H -0.37039 3.27240 5.20189  0.216
H -2.22293 -0.05530 0.39076  0.267
H 0.45269 7.31325 0.98678  0.274
H -1.56032 -8.42619 -8.95708  0.335
H -4.40063 4.85688 6.17622  0.315
C -0.11942 5.24603 -1.31495  0.534
H 2.66897 -2.37344 -3.26904  -0.042
C -0.20355 4.81579 6.68130  -1.606
O 0.21189 4.51712 -2.20096  -0.547
H 1.48578 -6.42612 -7.31529  0.234
H -4.36360 0.20043 1.97102  0.314
C 3.07250 2.56041 -1.73523  0.651
C -0.08927 6.99076 0.10059  -0.517
H 1.69635 4.20140 4.37252  -0.095
N -3.49258 -1.43462 1.32913  0.963
H 3.80600 3.22272 -2.20263  0.270
C 1.95641 2.21640 -2.69777  -0.414
H -4.66592 -2.83693 4.33042  0.349
O 0.33132 -8.72014 -6.36388  -0.312
C -2.99174 1.13437 6.81685  0.599
H 0.16797 -6.06705 -8.44342  0.438
C 5.74295 -1.49377 -5.04310  -0.907
H 3.48204 3.33645 0.22539  -0.790
C -4.82061 4.16180 6.90317  -1.564
H -1.06053 -2.31683 0.21305  0.230
C -5.08536 1.68666 7.43375  -0.547
H -3.36998 6.17812 0.87580  0.381
H -6.09070 -3.99258 -1.11211  0.369
H -4.11598 0.12695 4.04435  0.460
H -1.99108 -0.08692 2.12293  0.431
H -2.83877 7.43878 -0.22286  0.419
C -2.55500 6.86567 0.66250  -1.737
H -5.88013 -2.40255 0.71822  0.344
O -0.50935 -10.61504 -5.47491  -0.529
I 2.05381 -1.82675 0.87370  -0.017
C -3.37821 -2.87913 1.67358  -1.413
H 0.16429 -0.14162 -0.09851  0.440
C 2.62380 3.12898 -0.40894  -0.550
H 4.66849 3.96969 0.97050  0.471
H -4.35455 4.38029 7.86477  0.377
C -1.32140 -8.39073 -7.89692  -0.539
O -1.44784 -9.68779 -7.30406  -0.325
O -1.93189 5.32598 2.42815  -0.541
H -5.19264 -2.95131 -2.22150  0.352
O 4.60548 -3.56660 -5.60365  -0.233
H 5.93241 4.18920 3.74197  0.360
H -4.34133 -3.84991 -0.98653  0.264
H -1.04121 5.39585 1.30295  -0.010
H -0.25220 5.90412 6.74532  0.395
H 0.72363 4.47105 7.13790  0.402
H 6.68436 -2.78417 -7.22842  0.311
C -0.42657 -2.41237 -2.74832  0.396
C -0.93782 -1.60629 1.02921  -0.089
H 2.06931 4.05139 -0.55268  0.028
H 2.00223 -3.47727 -2.04704  0.303
O -1.45436 -1.95552 -2.32673  -0.585
H 0.78227 -8.52767 -8.36150  0.234
C -0.28746 4.36129 5.24793  0.733
H 1.07787 -3.07533 -4.94369  0.209
O 3.69560 1.26867 -1.55139  -0.300
O 3.96532 -0.50753 -2.91617  -0.767
C 0.25721 -0.68001 0.84511  -1.498
O 0.78720 -1.87707 -2.51025  0.006
O -1.97279 0.52870 6.73216  -0.542
H -0.13302 -6.13907 -6.69577  0.186
O 0.19179 4.87455 3.07120  -0.320
H 1.31119 -5.60676 -3.25318  0.387
C 3.89680 2.41668 4.22182  0.657
C -0.53749 -9.76203 -6.29845  0.621
O 0.71758 6.11765 -0.70311  -0.376
H 5.08482 5.45072 1.80852  0.384
H 2.53308 -5.08061 -4.43105  0.242
C 3.46017 0.54729 -2.66958  0.600
H 5.30895 -1.03819 -5.93577  0.352
C 5.86898 -2.98578 -5.21820  0.485
H -2.70699 -3.04042 2.51273  0.482
H 1.06685 1.82213 -2.20237  0.297
H 6.76496 2.03313 3.00189  0.320
H 7.79512 -3.55008 -6.07031  0.326
C 0.42599 -6.58481 -7.51940  -1.203
O -0.33363 -3.52429 -3.49791  -0.368
O 2.55916 1.15632 -3.45997  -0.354
C 0.12610 -8.05796 -7.62375  0.600
H 6.17507 -3.45035 -4.27627  0.249
O 6.17614 -4.70968 -6.69598  -0.347
C -4.10257 -1.35775 -0.06406  -0.884
O 3.97943 3.57622 3.52452  -0.297
C -5.25870 -3.29215 -1.18806  -1.170
H -6.10594 1.39476 7.19841  0.343
O -1.43992 4.91920 4.58352  -0.334
C -2.16141 -0.72216 1.25443  -0.955
C -4.86162 -1.78399 4.53397  -1.449
H -2.01355 -7.71091 -7.39279  0.304
O -1.35344 5.30872 -0.79344  -0.422
C 5.32407 3.67153 2.99606  0.302
C -1.27318 6.11100 0.41681  1.399
H 1.99689 2.40995 0.12366  0.088
H -1.04234 4.42138 7.25439  0.305
O 4.04974 -5.46398 -6.68201  -0.516
H 0.90572 -5.52135 -4.95386  -0.131
C 5.69781 2.21104 2.89814  -0.354
O 4.97933 1.64226 4.00321  -0.387
H -4.47917 -1.59168 5.53984  0.383
H -4.90298 2.56435 5.47029  0.208
H -4.29868 -0.29117 -0.20701  0.522
H 5.34137 1.74455 1.97612  0.197
H -6.13675 -1.42561 -0.72712  0.361
H 6.37297 4.37098 1.25506  0.412
H -5.02606 1.97385 8.48544  0.335
C 6.75227 -3.43760 -6.35558  -0.536
H 0.31512 0.05499 1.64709  0.836
C -5.43940 -2.09694 -0.22677  -0.491
H -5.91759 -1.52549 4.50595  0.317
H -0.75042 -2.17945 1.94222  0.466
C 5.36933 4.40663 1.67855  -0.805
H -2.96470 -1.15385 3.77062  0.221
O -3.13625 2.44571 6.51376  -0.130
H -5.89297 4.34153 6.97810  0.411
C 0.83105 4.85702 4.36695  -0.044
O 2.98151 2.12827 4.92725  -0.532
C 1.03129 -3.60734 -3.99030  0.698
H 1.66944 3.04203 -3.33721  0.344
C -4.54675 2.73823 6.49068  0.602
C 4.86619 -4.66017 -6.36026  0.576
C 1.47667 -5.03465 -4.16792  -0.986
N -4.42829 -0.78403 2.21523  -0.545
H -3.04955 -3.44258 0.80647  0.378
H 5.06387 -1.28806 -4.21080  0.037
O -4.17538 0.59844 7.20846  -0.360

As for the HOMO energy: -11.2 eV. The strongest force on any atom is 5.17 eV/A. The value obtained for the LUMO energy is -2.165 eV. For the energy above the lowest of the compared OMol25 structures with the same formula, charge and spin, the calculation gives 0.0 kcal/mol. Its net charge is +1. The value obtained for the total energy is -3817.0778 hartree. The calculation puts the HOMO-LUMO gap at 9.00 eV.